No. 1
A molecular structure, C3H3F2N. Source: the OMol25 dataset; level of theory: the ωB97M-V functional and the def2-TZVPD basis.

Properties
M (Da): 91.1
Energy relative to the best compared isomer or geometry (same formula, charge and spin) (eV): 2.536
Kohn-Sham gap (eV): 11.4
Total charge: 0

XYZ file:
```
9
Properties=species:S:1:pos:R:3:forces:R:3:mulliken_charge:R:1
C -0.5151 -0.2285 1.2321 1.47 0.47 -5.70 -0.360
C 0.6962 0.4813 -0.2435 -0.74 4.65 -1.83 -0.665
C -0.5096 -0.3893 -0.5665 0.23 -1.65 2.44 0.965
N 0.5234 0.4817 1.1622 0.38 -0.05 1.02 -0.357
F -1.5317 -0.0149 -1.3181 -0.10 0.84 0.22 -0.254
F -0.1430 -1.6032 -1.1020 -0.09 0.50 0.78 -0.269
H -0.8907 -0.5617 2.0987 -2.08 -1.36 2.89 0.423
H 1.6348 0.2494 -0.6088 1.93 -1.72 -0.46 0.298
H 0.7356 1.5852 -0.6541 -1.00 -1.69 0.63 0.220
```
Positions in Å, forces in eV/Å.

No. 2
5 unconnected molecules or ions with the total composition C13H39BrO20P5. Source: the OMol25 dataset; level of theory: the ωB97M-V functional and the def2-TZVPD basis.

Properties
M (Da): 750.2
Kohn-Sham gap (eV): 2.8
Total charge: -1

XYZ file:
```
78
Properties=species:S:1:pos:R:3:forces:R:3:mulliken_charge:R:1
O 0.2095 -1.9004 2.2861 -0.14 -0.38 1.22 -0.669
P -0.3272 -0.8028 1.4750 1.83 -2.14 -1.16 0.807
O -1.9244 -0.6967 1.6642 -0.05 1.06 -0.12 -0.492
O 0.3991 0.5536 1.9788 -0.80 0.59 0.16 -0.386
C -0.0822 -1.1111 -0.2907 -0.60 0.71 0.47 -0.364
O 0.2359 0.1705 -0.9438 0.21 0.30 0.14 -0.446
Br 1.5236 -2.2385 -0.5349 -0.32 0.43 -0.06 -0.321
H -2.2947 -0.8932 0.7908 0.00 -0.16 -0.06 0.311
H 0.3609 1.2511 1.3128 0.08 -0.07 -0.22 0.283
H -0.6035 0.6356 -0.9813 -0.17 -0.10 -0.39 0.294
C 6.1579 -7.3975 2.4391 0.06 -0.25 0.07 -0.707
O 5.0073 -7.2962 1.5878 1.27 2.75 -0.45 -0.340
P 3.8710 -6.1646 1.9991 -5.40 -2.95 1.38 1.003
O 3.4610 -6.6456 3.3489 0.89 0.31 0.09 -0.679
O 2.9026 -6.6579 0.8047 -0.08 0.05 -0.05 -0.241
C 2.4019 -7.9873 0.8222 0.15 -0.17 -0.19 -0.665
O 3.3302 -4.6518 1.9127 3.20 -0.01 -1.16 -0.275
C 2.0324 -4.3910 2.4889 -0.60 0.36 0.40 -0.141
H 6.9746 -7.8205 1.8557 -0.07 0.04 -0.09 0.242
H 6.4620 -6.4249 2.8203 0.05 -0.03 0.07 0.311
H 5.9334 -8.0604 3.2737 -0.08 0.09 0.05 0.269
H 2.2960 -8.3602 1.8419 0.06 0.05 0.03 0.327
H 3.0607 -8.6458 0.2533 0.02 -0.05 0.05 0.241
H 1.4229 -7.9750 0.3456 0.00 0.09 -0.01 0.234
H 2.1253 -4.2500 3.5631 0.11 -0.17 0.00 0.214
H 1.3313 -5.1964 2.2768 0.18 -0.12 -0.05 0.233
H 1.6534 -3.4706 2.0473 0.26 -0.07 -0.10 -0.020
C -0.7770 1.4018 5.4849 -0.25 -0.26 0.16 -0.735
O -0.8199 2.6578 4.7798 2.37 -1.33 -1.78 -0.238
P 0.4921 3.6439 4.8971 -2.85 5.02 3.95 1.128
O 0.4608 3.8819 6.3759 0.53 -0.73 -0.16 -0.718
O -0.2535 4.7958 4.0385 0.31 0.13 -0.26 -0.213
C -1.4846 5.3260 4.5181 -0.33 -0.16 -0.17 -0.695
O 1.9639 4.2547 4.5261 -0.02 -2.81 -2.03 -0.395
C 2.3507 5.4353 5.2130 0.18 0.27 0.36 -0.562
H -1.4569 0.7146 4.9876 0.06 0.07 -0.15 0.251
H 0.2215 0.9741 5.4781 -0.02 -0.07 0.00 0.327
H -1.1043 1.5563 6.5120 0.10 0.14 0.00 0.286
H -1.5367 5.2872 5.6069 0.07 -0.09 0.00 0.347
H -2.3226 4.7781 4.0874 -0.03 -0.02 0.06 0.238
H -1.5424 6.3649 4.1954 0.10 -0.01 -0.05 0.248
H 2.7500 5.1836 6.1934 -0.15 -0.01 0.05 0.234
H 1.5187 6.1306 5.3151 -0.04 -0.08 0.01 0.270
H 3.1358 5.9037 4.6194 -0.05 -0.15 -0.14 0.231
C -2.1002 6.2191 -4.6966 0.13 0.12 -0.24 -0.721
O -1.3870 5.0694 -4.2242 -3.23 -1.37 0.47 -0.318
P -1.3360 4.8229 -2.5668 8.14 2.42 1.24 0.927
O -0.6439 6.1379 -2.3002 -1.13 0.40 -0.04 -0.656
O -0.3192 3.5823 -2.7686 -0.54 -0.24 0.19 -0.051
C 0.8790 3.7776 -3.5184 0.08 -0.20 -0.46 -0.726
O -1.5598 4.4137 -0.9803 -3.38 -1.40 -1.35 -0.394
C -0.5078 4.7352 -0.0731 0.30 0.24 0.31 -0.412
H -2.4168 6.0242 -5.7200 0.00 -0.13 0.03 0.240
H -2.9777 6.4244 -4.0873 0.00 0.10 -0.03 0.320
H -1.4389 7.0837 -4.6841 0.01 -0.01 0.15 0.269
H 1.2332 4.8063 -3.4397 -0.14 0.04 0.03 0.355
H 0.7145 3.5205 -4.5644 0.02 0.05 -0.02 0.275
H 1.6302 3.1060 -3.1071 -0.12 -0.07 0.11 0.250
H -0.5840 5.7755 0.2336 0.06 0.03 -0.13 0.206
H 0.4703 4.5428 -0.5106 -0.05 0.02 -0.09 0.253
H -0.6401 4.0974 0.8010 -0.18 -0.09 -0.11 0.173
C -3.3980 -4.8384 -4.8772 -0.22 -0.16 0.11 -0.701
O -3.5424 -3.5098 -5.4092 2.74 -0.73 -1.28 -0.326
P -2.4451 -2.3833 -4.8978 -3.26 4.26 3.27 1.010
O -2.6960 -2.3691 -3.4365 0.39 -0.73 -0.19 -0.603
O -3.2235 -1.2146 -5.7081 0.13 0.15 -0.11 -0.305
C -4.5629 -0.9045 -5.3442 -0.20 -0.14 -0.17 -0.631
O -1.0181 -1.6431 -5.0759 0.19 -2.56 -2.11 -0.438
C -0.7624 -0.5145 -4.2267 0.20 0.30 0.69 -0.400
H -3.8551 -5.5348 -5.5784 0.02 0.10 -0.08 0.242
H -2.3522 -5.1049 -4.7432 -0.01 -0.06 0.07 0.320
H -3.9136 -4.9020 -3.9206 0.10 0.09 0.06 0.273
H -4.7437 -1.1008 -4.2866 0.07 -0.06 0.00 0.333
H -5.2616 -1.4808 -5.9525 -0.04 -0.03 0.05 0.236
H -4.7202 0.1555 -5.5405 0.09 0.01 -0.03 0.238
H -0.4058 -0.8428 -3.2532 -0.15 -0.09 0.07 0.251
H -1.6510 0.1055 -4.1125 -0.07 -0.14 -0.04 0.229
H 0.0195 0.0807 -4.6971 -0.02 -0.22 -0.24 0.254
```
Positions in Å, forces in eV/Å.